No. 1
52
Properties=species:S:1:pos:R:3:forces:R:3:mulliken_spin:R:1 method="wB97M-V/def2-TZVPD" homo_lumo_gap_ev="6.9 / 6.7" mol_weight_g_mol=594.33 e_above_lowest_ev=0.417 charge=-1 multiplicity=2 largest_force_ev_per_a=1.62
Mn 0.483678 0.087249 -0.052138 0.9 -1.4 -0.2 1.0438
C 1.237692 -1.334905 2.652850 0.0 -0.1 0.1 0.0162
N 0.958682 0.009296 2.139147 -0.2 0.0 -0.2 -0.0289
C -0.014221 0.677647 2.998438 0.0 0.0 0.5 0.0026
C 2.227464 0.752801 2.132537 0.3 0.1 0.1 -0.0125
C 3.144484 0.144771 1.104799 0.1 0.2 0.1 -0.0827
C 4.519922 0.069071 1.299469 0.0 0.0 0.0 -0.0108
C 5.331330 -0.449076 0.296688 -0.1 0.0 0.0 0.0143
C 4.743106 -0.891429 -0.883924 -0.1 0.0 0.0 -0.0064
C 3.359803 -0.820670 -1.044415 0.2 -0.2 0.1 0.0158
C 2.514094 -0.313876 -0.050945 -0.4 -0.1 -0.9 0.0478
H 1.641442 -1.273973 3.675056 0.0 0.0 0.0 0.0011
H 1.965630 -1.829410 2.015150 0.0 0.0 0.0 -0.0002
H 0.337727 -1.936939 2.675334 -0.1 0.0 0.0 0.0015
H 0.358134 0.752039 4.032465 0.0 -0.1 0.0 -0.0007
H -0.946955 0.112631 3.005667 0.0 0.0 0.0 -0.0006
H -0.221277 1.673112 2.612949 0.0 -0.1 0.1 0.0011
H 2.691726 0.749402 3.131970 -0.1 0.0 0.0 0.0013
H 1.993090 1.789503 1.876040 0.0 0.0 0.0 0.0012
H 4.957992 0.413959 2.233122 0.0 0.0 0.0 -0.0007
H 6.405608 -0.506195 0.434862 0.0 0.0 0.0 0.0012
H 5.362258 -1.292623 -1.681213 0.0 0.0 0.0 -0.0008
H 2.933962 -1.191136 -1.971609 0.0 0.0 0.0 0.0043
Br 0.464581 0.033370 -2.752274 0.0 0.1 0.3 -0.0011
C -0.475276 -1.613728 -2.863496 0.1 0.2 0.0 -0.0125
C -0.657059 -2.155196 -4.099530 -0.1 -0.2 0.0 0.0047
C -1.406561 -3.346311 -4.214317 0.0 0.0 -0.1 -0.0032
C -1.955428 -3.912013 -3.101600 0.0 0.0 0.0 0.0027
C -1.776351 -3.334311 -1.817854 0.1 0.1 0.0 -0.0105
C -2.398110 -3.894696 -0.677815 0.0 0.0 0.0 0.0159
C -2.254698 -3.279899 0.530557 0.0 0.1 0.1 -0.0119
C -1.445512 -2.127859 0.659689 -0.1 -0.1 0.0 -0.0390
C -0.746112 -1.552308 -0.379868 0.1 0.5 0.0 0.0117
C -0.982955 -2.158064 -1.659400 -0.1 -0.2 -0.1 0.0125
H -0.241459 -1.673584 -4.974248 0.0 0.0 0.0 0.0008
H -1.554142 -3.792459 -5.191022 0.0 0.0 0.0 -0.0002
H -2.554614 -4.812756 -3.183819 0.0 0.0 0.0 0.0000
H -3.001128 -4.788968 -0.791809 0.0 0.0 0.0 0.0011
H -2.764404 -3.678268 1.403106 0.0 0.0 0.0 -0.0009
H -1.396073 -1.663578 1.635431 0.0 0.0 0.1 0.0042
F -4.440906 6.381550 -0.361040 0.0 0.0 0.0 0.0000
C -3.533177 5.402585 -0.233475 -0.1 0.1 0.0 -0.0022
C -3.337076 4.784299 0.983184 0.0 -0.1 0.1 -0.0026
F -4.063237 5.172017 2.044271 0.0 0.0 0.0 0.0001
C -2.399782 3.773070 1.104533 0.0 0.0 0.1 -0.0038
F -2.261235 3.218038 2.316456 0.0 0.0 0.0 0.0009
C -1.618583 3.336180 0.037719 -0.1 0.0 -0.5 0.0060
S -0.413394 2.084317 0.219050 -0.5 1.2 0.5 0.0349
C -1.854026 3.983196 -1.175767 0.0 0.0 -0.1 -0.0135
F -1.161460 3.634749 -2.264754 0.0 0.0 0.0 -0.0013
C -2.784942 4.996301 -1.318102 0.1 0.0 -0.2 -0.0006
F -2.972236 5.593071 -2.506082 0.0 0.0 0.0 0.0000



No. 2
52
Properties=species:S:1:pos:R:3:forces:R:3:nbo_charge:R:1 method="wB97M-V/def2-TZVPD" homo_lumo_gap_ev=4.9 mol_weight_g_mol=631.22 e_above_lowest_ev=0.070 charge=-2 largest_force_ev_per_a=3.51
Ag -0.817733 -0.804114 0.079927 0.6 -0.4 0.0 0.6580
O -0.288815 1.585446 1.767743 1.0 1.4 -0.9 -0.6977
C 0.405207 1.879987 0.761956 0.0 -3.5 0.0 0.7252
O 0.920372 0.957437 -0.026669 -0.5 2.7 1.3 -0.8251
C 0.595438 3.332234 0.375428 -0.1 0.5 -0.1 0.1358
C -0.379874 4.284588 0.728676 0.1 -1.4 0.5 -0.2272
C -0.241493 5.574186 0.335522 0.7 1.4 -0.7 -0.1924
C 0.866779 5.892609 -0.482268 -1.2 0.4 0.8 -0.2833
C 1.778216 4.903383 -0.771707 0.7 1.0 0.2 0.0145
N 1.683402 3.682105 -0.299407 -0.1 -1.3 -0.3 -0.3952
H -1.164198 3.922034 1.361209 -0.5 0.0 0.2 0.2458
H -0.912579 6.397952 0.642963 0.2 -0.8 -0.2 0.2027
H 0.959286 6.934196 -0.749458 0.4 0.0 -0.4 0.1943
H 2.706752 5.131356 -1.301989 -0.3 0.0 -0.1 0.1712
I -3.171468 -2.469172 -0.410245 -0.3 -2.3 0.6 0.0977
C -1.736532 -4.054770 0.200506 -0.4 0.7 -1.2 -0.0526
C -2.211996 -5.257138 0.647447 0.1 -0.4 0.3 -0.3127
C -1.512330 -6.455864 0.322989 0.8 1.1 0.0 -0.2480
C -0.340670 -6.354323 -0.389311 -0.2 -0.2 -0.2 -0.1947
C 0.254436 -5.097943 -0.679473 0.3 -0.4 0.1 -0.1096
C 1.562512 -5.019841 -1.246870 0.6 0.3 0.0 -0.2578
C 2.135671 -3.782532 -1.416922 0.0 1.0 -0.2 -0.2129
C 1.441777 -2.579350 -1.047263 1.1 -0.9 -1.0 -0.2754
C 0.191738 -2.628092 -0.557107 -1.8 0.9 1.0 -0.3885
C -0.426851 -3.896203 -0.359545 -0.1 -0.2 0.1 -0.0528
H -3.082878 -5.328802 1.287799 -0.4 0.1 -0.5 0.2093
H -1.875709 -7.412742 0.645363 -0.3 -0.3 0.0 0.1925
H 0.150861 -7.235177 -0.802016 0.0 0.0 0.3 0.1841
H 2.152275 -5.927935 -1.461601 -0.5 0.4 0.1 0.1836
H 3.124302 -3.588928 -1.856625 -0.2 -0.7 0.2 0.1903
H 1.891549 -1.605397 -1.230849 0.3 -0.4 0.2 0.2317
N -5.798700 4.727557 -0.081512 0.8 -1.7 -0.2 -0.4460
C -5.216812 3.710724 -0.099505 -0.8 1.3 0.6 0.3352
C -4.445383 2.500467 -0.003335 0.9 -0.5 -0.4 -0.2977
C -3.739513 2.048781 -1.152978 0.0 0.5 -0.7 -0.1575
C -2.776482 1.044891 -1.057568 -1.8 0.9 -0.6 -0.3051
C -2.558803 0.446922 0.159726 2.4 -1.2 0.2 -0.3557
C -3.298331 0.747751 1.271474 -1.5 2.3 -0.1 -0.2509
C -4.195580 1.826040 1.225733 -0.2 -0.3 -0.6 -0.1709
H -3.886544 2.540208 -2.141174 -0.1 -0.2 0.8 0.1888
H -2.295769 0.673804 -1.974283 0.0 0.4 0.4 0.2022
H -3.141794 0.278638 2.220210 0.2 -0.3 0.4 0.1959
H -4.706116 2.144229 2.122046 -0.2 0.2 0.1 0.1890
C 5.630345 0.403800 0.593730 -0.7 0.8 0.5 -0.6271
C 4.154794 0.059458 0.841224 -0.8 -0.1 -0.7 -0.0582
O 3.386500 0.004577 -0.380603 0.9 0.4 1.3 -0.7754
H 6.088546 0.371377 1.598965 0.3 0.1 -0.5 0.1858
H 5.690778 1.420504 0.183914 0.0 0.0 0.3 0.1993
H 6.168764 -0.201118 -0.127129 -0.2 -0.6 0.1 0.1972
H 3.691412 0.836005 1.520680 0.6 -0.8 -0.5 0.1663
H 4.090691 -0.932706 1.339091 0.0 0.4 0.0 0.1460
H 2.500559 0.368885 -0.126886 -0.1 0.0 -0.6 0.5281